C40H99CdF4N5O19S4 as an isolated structure. Source: the Open Molecules 2025 dataset; level of theory: ωB97M-V/def2-TZVPD.

```
172
Properties=species:S:1:pos:R:3
Cd -3.48610 -1.21091 1.44171
N -2.39067 0.18993 0.69169
S -2.48562 1.58715 0.04852
O -2.69677 1.56649 -1.42230
O -1.81957 2.71826 0.72466
F -4.04157 1.86561 0.51935
S -0.73048 0.00808 0.32532
O 0.17794 0.46984 1.37143
O -0.24492 0.05933 -1.06117
F -0.69829 -1.57095 0.60229
N -5.04905 -0.77793 2.45571
S -5.70024 0.27707 3.32051
O -5.75847 0.18356 4.76030
O -6.61357 1.17307 2.66635
F -4.44540 1.14630 3.17405
S -6.55259 -1.70224 2.60901
O -7.56111 -1.31075 1.64987
O -6.91623 -2.25529 3.89370
F -5.87721 -2.94630 1.89487
C 0.20798 -4.75666 -0.75992
C 1.47160 -4.41111 -1.63764
C 2.54585 -3.69867 -0.80611
C 3.22889 -4.64005 0.19840
C 3.85691 -5.78425 -0.55646
C 2.89148 -6.54186 -1.53210
N 2.09918 -5.58360 -2.30028
O 1.24237 -6.21269 -3.13678
C 3.81761 -7.36783 -2.46501
C 2.03548 -7.57682 -0.74656
C 1.08607 -3.41214 -2.70512
H -0.33227 -3.81357 -0.67739
H 0.37015 -5.18513 0.22913
H -0.47303 -5.35922 -1.36095
H 3.29835 -3.34259 -1.50971
H 2.02686 -2.90220 -0.27283
H 2.44775 -4.92826 0.90186
H 3.87843 -4.10682 0.89257
H 4.30032 -6.43251 0.19935
H 4.71856 -5.38536 -1.09176
H 4.51739 -6.74785 -3.02541
H 4.33036 -8.16981 -1.93396
H 3.22589 -7.87083 -3.22984
H 1.46445 -7.08450 0.04061
H 1.30753 -8.08158 -1.38170
H 2.68138 -8.32585 -0.28843
H 0.29976 -3.81000 -3.34662
H 1.97460 -3.22580 -3.30836
H 0.69462 -2.51665 -2.22248
H 1.56495 -5.92098 -3.99261
C 7.67132 0.94600 3.39021
C 7.25339 1.27041 1.93918
C 7.94173 0.33238 0.90306
C 7.32653 -1.07233 0.76238
C 5.84524 -0.89763 0.47665
C 5.06067 -0.04700 1.49873
N 5.79349 1.25482 1.70260
O 5.08367 2.15890 2.54513
C 3.66977 0.25953 0.82954
C 4.72804 -0.83336 2.76041
C 7.85865 2.64206 1.54970
H 7.12472 1.50773 4.14769
H 8.71652 1.20936 3.55242
H 7.47961 -0.09098 3.66590
H 8.00161 0.81332 -0.07326
H 8.94007 0.01202 1.20103
H 7.49013 -1.61881 1.69119
H 7.80624 -1.54918 -0.09237
H 5.37037 -1.87165 0.35880
H 5.81438 -0.39988 -0.49257
H 3.76272 0.84511 -0.08509
H 3.10934 -0.65738 0.64710
H 2.98095 0.85364 1.43008
H 5.55510 -1.29824 3.29702
H 4.15942 -0.15307 3.39441
H 4.00648 -1.61513 2.52315
H 7.55718 2.90351 0.53538
H 8.93453 2.71811 1.70717
H 7.45706 3.41105 2.20961
H 5.28304 1.82958 3.42457
C -2.21619 4.27587 -5.77652
C -2.00077 4.18508 -4.28095
C -1.58408 5.63458 -3.83072
C -2.79414 6.60702 -3.72626
C -3.85929 6.00797 -2.77317
C -4.33401 4.57334 -3.18711
N -3.16412 3.71475 -3.53535
O -3.51459 2.45025 -3.88426
C -5.02691 3.93746 -1.97232
C -5.35762 4.72899 -4.34674
C -0.79845 3.32464 -3.93430
H -3.14262 4.79900 -6.01351
H -2.32239 3.31785 -6.28547
H -1.32690 4.61116 -6.31022
H -1.15002 5.56777 -2.83311
H -0.88980 6.14894 -4.49518
H -3.19892 6.84330 -4.71034
H -2.43759 7.55946 -3.33405
H -4.69266 6.70902 -2.81929
H -3.39482 5.87519 -1.79607
H -4.24841 3.79752 -1.22235
H -5.88011 4.51154 -1.61098
H -5.42091 2.93573 -2.14377
H -6.12002 5.43330 -4.01388
H -5.11368 5.12716 -5.33166
H -5.80198 3.73714 -4.42977
H -0.03567 3.52089 -4.68778
H -0.95240 2.25148 -4.04713
H -0.36248 3.34248 -2.93545
H -3.29424 2.02911 -3.05018
C -4.10320 -4.56928 -0.41427
C -2.89024 -3.92396 0.31657
O -3.27178 -3.26970 1.45169
H -4.49859 -5.35668 0.22743
H -3.82677 -5.09202 -1.32993
H -4.89767 -3.87089 -0.67725
H -2.41501 -3.24142 -0.38798
H -2.14256 -4.68496 0.54008
H -3.15015 -3.86955 2.19127
C -0.95691 0.45331 4.14240
C -1.98591 -0.71466 4.31704
O -1.95922 -1.48773 3.13745
H -1.33109 1.19301 3.43464
H -0.02609 0.03681 3.75742
H -0.77004 0.99580 5.06916
H -3.00942 -0.39706 4.51621
H -1.65442 -1.43659 5.06338
H -1.13438 -1.97555 3.19465
C 1.97945 -2.26120 4.63841
C 1.43627 -2.49653 3.24051
O 0.14068 -3.10096 3.25453
H 1.19779 -1.77567 5.22268
H 2.86989 -1.63518 4.58077
H 2.24617 -3.21478 5.09409
H 2.05343 -3.13519 2.60860
H 1.34510 -1.50883 2.78858
H 0.24195 -4.04515 3.39546
C -3.88053 4.99738 2.52503
C -3.61541 6.18867 1.64523
O -4.06579 7.39843 2.19830
H -3.91463 4.05433 1.97950
H -4.84797 5.02981 3.02613
H -3.09523 4.85333 3.26709
H -4.21654 6.03843 0.74848
H -2.55668 6.22835 1.38910
H -4.05915 8.05963 1.50233
C 2.04093 4.49367 3.62345
C 1.08095 3.50068 3.00532
O -0.21775 4.04777 3.04011
H 2.16762 5.31903 2.92285
H 3.03690 4.05158 3.65011
H 1.83410 4.85272 4.63162
H 0.91398 2.60979 3.61075
H 1.34149 3.07690 2.03547
H -0.60793 3.86294 2.18267
C 2.03213 0.14487 -3.66937
O 2.34205 1.37028 -4.33210
H 2.75202 -0.60244 -4.00313
H 2.27971 0.36858 -2.63170
H 1.00043 -0.18788 -3.78330
H 2.96044 1.91233 -3.83674
C -2.19528 -1.62672 -3.03348
O -3.61018 -1.93929 -2.98081
H -1.96851 -0.61928 -2.68455
H -1.62551 -2.35756 -2.45961
H -1.81949 -1.64439 -4.05650
H -3.96593 -1.82987 -3.86572
C -5.65595 -0.47413 -0.76357
O -4.53230 -1.31875 -0.49034
H -5.32158 0.28904 -1.46633
H -6.59346 -0.98440 -0.98444
H -5.83985 0.09022 0.15065
H -4.29954 -1.56555 -1.38840
```

Energy   -5446.30403 a.u.
Charge   0
Highest occupied orbital energy   -7.61 eV

=====

C41H106N8O17 as an isolated structure. Source: the Open Molecules 2025 dataset; level of theory: ωB97M-V/def2-TZVPD.

```
172
Properties=species:S:1:pos:R:3
C 0.11789 -0.59024 4.45887
O -0.26921 -0.84588 5.58897
N -0.44293 -1.14749 3.32952
N 1.19008 0.24833 4.21346
H -0.01086 -0.98119 2.42931
H -1.34602 -1.57653 3.43983
H 1.68932 0.64652 4.98403
H 1.47689 0.46999 3.27637
C -3.59282 -5.31127 -8.91097
O -2.78644 -4.17993 -9.22705
C -3.47459 -2.96459 -9.27885
C -4.03082 -2.46801 -7.96881
N -2.97013 -2.01122 -7.07845
C -3.47108 -1.63199 -5.77009
C -2.34366 -1.31646 -4.82185
O -1.49095 -2.42574 -4.73814
C -0.55621 -2.25552 -3.72875
H -4.63171 -5.02651 -8.72226
H -3.20368 -5.82646 -8.03599
H -3.60122 -5.95407 -9.79502
H -4.32340 -3.06370 -9.98106
H -2.83561 -2.20842 -9.73440
H -4.64004 -3.25434 -7.49336
H -4.65218 -1.58729 -8.15068
H -2.24672 -2.71354 -6.97015
H -4.11870 -2.40886 -5.32863
H -4.09735 -0.73940 -5.88069
H -2.79236 -1.19978 -3.81839
H -1.82959 -0.36856 -5.01159
H -1.00330 -2.11455 -2.73062
H 0.04047 -1.34407 -3.87750
H 0.09082 -3.12787 -3.68734
C 5.60948 -2.86238 -4.59901
O 4.67692 -3.32216 -3.63394
C 3.39856 -3.48362 -4.15296
C 2.56806 -4.34520 -3.23715
N 2.40304 -3.69919 -1.95830
C 1.53811 -4.47239 -1.05539
C 1.50081 -3.84000 0.31442
O 2.72141 -4.11947 0.96912
C 3.05421 -3.13913 1.90788
H 5.22845 -1.97824 -5.13282
H 5.77928 -3.59742 -5.39893
H 6.52584 -2.64085 -4.06378
H 3.42085 -3.85884 -5.18585
H 2.86495 -2.51849 -4.25274
H 2.94602 -5.37623 -3.16642
H 1.57072 -4.46923 -3.67281
H 3.31989 -3.62713 -1.51834
H 1.95078 -5.48341 -0.94593
H 0.52395 -4.51473 -1.45586
H 0.68344 -4.27443 0.91295
H 1.29014 -2.76382 0.26702
H 3.23166 -2.16399 1.43685
H 3.86683 -3.43839 2.56709
H 2.23039 -2.98608 2.62975
C 1.22307 0.72098 -5.54326
O 1.91997 1.90802 -5.86805
C 2.94629 2.12484 -4.91865
C 3.40623 3.54415 -5.09812
N 4.17201 3.69564 -6.31933
C 4.43430 5.10096 -6.63359
C 5.12093 5.25502 -7.94653
O 4.25499 4.71742 -8.92522
C 4.82313 4.65239 -10.21020
H 1.89780 -0.14345 -5.58895
H 0.42761 0.58697 -6.27372
H 0.78296 0.82332 -4.54320
H 3.78433 1.43823 -5.08077
H 2.50040 2.05042 -3.91742
H 4.00757 3.84413 -4.22964
H 2.52177 4.20484 -5.03841
H 3.61285 3.38100 -7.10873
H 4.91094 5.67091 -5.82721
H 3.47673 5.66361 -6.67106
H 6.10999 4.79255 -8.03760
H 5.23681 6.33348 -8.14890
H 4.09720 4.16889 -10.85905
H 5.72214 4.01837 -10.19009
H 5.08752 5.64054 -10.60233
C -3.70578 -1.73306 1.21960
O -3.04005 -2.34563 2.31000
C -2.38183 -3.52528 1.90465
C -1.90240 -4.30643 3.10002
N -2.98989 -4.91279 3.82992
C -2.55797 -5.58601 5.04701
C -3.71526 -6.24818 5.73356
O -4.09838 -7.39219 5.02171
C -5.32158 -7.91565 5.47197
H -4.17326 -0.82365 1.59172
H -4.51531 -2.36885 0.84658
H -2.99693 -1.46500 0.42745
H -1.48470 -3.25294 1.31587
H -2.97229 -4.15874 1.22761
H -1.32695 -3.66319 3.76594
H -1.20870 -5.09152 2.74301
H -3.51529 -5.54235 3.23529
H -2.15818 -4.82431 5.72092
H -1.79375 -6.36051 4.86142
H -4.52471 -5.52920 5.92112
H -3.38864 -6.51647 6.75502
H -5.38510 -8.98292 5.26427
H -6.16479 -7.44591 4.94424
H -5.47744 -7.74995 6.54261
C -3.68438 3.71734 10.10642
O -3.06598 2.58174 9.56354
C -3.96066 1.52824 9.28563
C -3.36908 0.68899 8.18338
N -3.34904 1.36068 6.90979
C -2.53268 0.70190 5.91232
C -2.46013 1.55469 4.67006
O -1.87448 2.78933 4.97479
C -1.41313 3.44173 3.82150
H -4.26277 3.51274 11.01352
H -4.34432 4.19624 9.36669
H -2.89331 4.43552 10.31925
H -4.93063 1.94419 8.99193
H -4.04761 0.89179 10.17456
H -3.85542 -0.29042 8.13499
H -2.31990 0.46321 8.45390
H -3.15739 2.34998 6.95054
H -3.04445 -0.22384 5.61832
H -1.51761 0.43124 6.24209
H -3.46781 1.68037 4.25113
H -1.85193 1.00611 3.93381
H -2.13272 3.37809 2.98920
H -0.45447 3.04280 3.47957
H -1.29233 4.51083 4.00390
C 1.85073 3.12386 2.03202
O 1.73630 4.05607 3.07051
C 2.48238 3.73202 4.21080
C 2.14857 4.70990 5.30174
N 2.55536 6.07727 4.91230
C 1.72746 7.09682 5.56525
C 0.35549 7.29225 4.97794
O 0.49973 7.84937 3.68745
C -0.72973 7.92581 3.00795
H 2.88974 3.10154 1.66826
H 1.30395 3.48514 1.16019
H 1.51711 2.13117 2.33997
H 3.56570 3.71866 4.01212
H 2.21997 2.71321 4.53658
H 2.77083 4.43019 6.15951
H 1.09645 4.56943 5.57830
H 2.28900 6.10861 3.92521
H 2.31507 8.02187 5.48033
H 1.70331 6.96827 6.65132
H -0.27720 7.93269 5.60518
H -0.13006 6.30654 4.88000
H -1.49872 8.43879 3.60177
H -1.10918 6.91594 2.78908
H -0.58765 8.46390 2.07484
C -0.56124 0.62008 0.20735
C -0.88223 -0.05063 -1.11455
O 0.08207 0.21217 -2.11218
O 0.47489 -0.05764 0.86485
H -1.45318 0.59920 0.84221
H -0.35150 1.68097 0.02574
H -1.84631 0.32908 -1.46970
H -0.98602 -1.12961 -0.93461
H 0.83948 -0.37836 -1.94966
H 1.31902 0.18076 0.44993
C 3.02637 -0.19829 -1.93198
C 2.93249 1.09604 -1.17261
O 3.07806 0.89199 0.23257
O 1.86881 -0.97005 -1.59092
H 3.91065 -0.71884 -1.55623
H 3.00689 0.00374 -3.00573
H 2.04616 1.71130 -1.35202
H 3.72124 1.77467 -1.52850
H 3.90861 1.27299 0.52372
H 2.02736 -1.93134 -1.78315
```

Energy   -3342.58019 a.u.
ΔE to the lowest compared entry with this formula, charge and spin   0.0 kcal/mol
Charge   0
Highest occupied orbital energy   -7.58 eV